1.
Computed, not measured: a cluster of 16 separate species, C152H92O32 in total in a non-equilibrium geometry, with ωB97M-V with the def2-TZVPD basis set.

Last column: Löwdin charge in e.
Geometry (Å):
1 C 5.5287 -0.8720 -3.8878  0.019
2 C 6.5723 -1.4746 -4.5206  0.061
3 C 6.3509 -2.7544 -5.2174  -0.381
4 O 7.2100 -3.4518 -5.7789  0.106
5 C 4.9954 -3.2296 -5.1392  0.028
6 C 3.9608 -2.5143 -4.5445  0.040
7 C 4.1966 -1.3484 -3.7358  -0.445
8 O 3.3829 -0.7878 -3.0592  0.125
9 H 5.8330 0.0071 -3.3391  0.113
10 H 7.4818 -0.9178 -4.6914  0.118
11 H 4.7780 -4.1830 -5.5976  0.122
12 H 2.9826 -2.9709 -4.5128  0.104
13 C 2.6200 -4.9788 -8.4435  0.017
14 C 3.6766 -4.0942 -8.3992  0.072
15 C 3.5185 -2.6769 -7.9665  -0.432
16 O 4.4254 -1.9247 -7.8439  0.141
17 C 2.1139 -2.4574 -7.6793  0.007
18 C 1.1416 -3.3619 -7.5950  0.047
19 C 1.3355 -4.7414 -8.0165  -0.441
20 O 0.4738 -5.5739 -7.9283  0.150
21 H 2.8517 -6.0021 -8.6994  0.128
22 H 4.7173 -4.2826 -8.6181  0.123
23 H 1.8706 -1.5134 -7.2144  0.083
24 H 0.1945 -3.0110 -7.2125  0.116
25 C -2.5948 -4.9620 -6.1949  0.013
26 C -2.4104 -6.1566 -5.5902  0.017
27 C -2.2003 -7.4513 -6.1868  -0.350
28 O -1.8281 -8.5012 -5.6097  0.098
29 C -2.3597 -7.3408 -7.6589  0.029
30 C -2.6184 -6.1383 -8.2894  0.020
31 C -2.5413 -4.8182 -7.6217  -0.404
32 O -2.5434 -3.7726 -8.2859  0.076
33 H -2.7531 -4.1001 -5.5638  0.116
34 H -2.5034 -6.1429 -4.5143  0.113
35 H -2.4647 -8.1874 -8.3213  0.113
36 H -2.7388 -6.2367 -9.3581  0.115
37 C 6.9894 4.0472 -2.5909  0.021
38 C 8.3542 3.9635 -2.3787  0.023
39 C 9.2246 3.1560 -3.1614  -0.466
40 O 10.3812 3.1500 -3.0624  0.164
41 C 8.4632 2.3349 -4.1643  0.049
42 C 7.1209 2.5645 -4.4058  0.012
43 C 6.1390 3.3411 -3.5667  -0.339
44 O 4.8911 3.2512 -3.5479  0.075
45 H 6.4853 4.6195 -1.8263  0.104
46 H 8.6355 4.3892 -1.4269  0.107
47 H 9.0862 1.7960 -4.8628  0.112
48 H 6.6825 2.0788 -5.2650  0.100
49 C 3.0357 2.5370 -6.8922  0.031
50 C 2.6712 1.3711 -7.5481  0.030
51 C 2.3054 1.2909 -8.9592  -0.374
52 O 1.8116 0.3035 -9.4900  0.096
53 C 2.7617 2.5372 -9.7199  0.053
54 C 3.0267 3.6987 -8.9759  0.025
55 C 3.1650 3.8299 -7.5042  -0.410
56 O 3.2713 4.9233 -6.9801  0.123
57 H 3.2063 2.4792 -5.8274  0.112
58 H 2.7235 0.4195 -7.0401  0.094
59 H 3.0051 2.5392 -10.7721  0.107
60 H 3.3081 4.4534 -9.6955  0.105
61 C -0.3895 -4.2288 0.1819  0.033
62 C -0.5568 -5.2344 -0.7290  0.022
63 C 0.0124 -5.2318 -2.0363  -0.387
64 O -0.2737 -6.0781 -2.8721  0.114
65 C 1.0939 -4.2042 -2.1615  0.060
66 C 1.3632 -3.2831 -1.1925  0.030
67 C 0.6123 -3.1835 0.0496  -0.414
68 O 0.7633 -2.3696 0.9421  0.108
69 H -0.6717 -4.5322 1.1793  0.116
70 H -0.9902 -6.1700 -0.4076  0.128
71 H 1.7886 -4.3812 -2.9692  0.104
72 H 2.1747 -2.5804 -1.0735  0.105
73 C -5.0484 1.8973 -2.0656  0.013
74 C -6.1748 2.0335 -2.8098  0.048
75 C -6.3533 3.0346 -3.9142  -0.384
76 O -7.2781 2.9274 -4.7382  0.101
77 C -5.3113 3.9848 -3.9348  0.028
78 C -4.3338 4.0112 -2.9368  0.059
79 C -4.0370 2.9310 -2.0103  -0.368
80 O -2.9750 2.8081 -1.3541  0.084
81 H -4.9809 1.1016 -1.3384  0.108
82 H -6.7792 1.1492 -2.6723  0.088
83 H -5.4482 4.7453 -4.6893  0.126
84 H -3.6770 4.8684 -2.9514  0.119
85 C -3.1289 0.5119 -7.8785  0.034
86 C -2.0878 -0.1717 -7.3123  0.032
87 C -0.9609 0.5760 -6.7006  -0.370
88 O 0.0056 -0.0433 -6.2657  0.071
89 C -1.0895 2.0542 -6.7638  0.019
90 C -1.9998 2.6276 -7.5749  0.016
91 C -3.2663 2.0135 -8.1615  -0.298
92 O -4.1691 2.6412 -8.7724  0.081
93 H -3.9097 -0.0781 -8.3353  0.108
94 H -2.1769 -1.2378 -7.1649  0.099
95 H -0.3641 2.7072 -6.3015  0.116
96 H -1.9536 3.7060 -7.6107  0.110
97 C -0.8963 -0.8801 -2.3784  0.021
98 C 0.0249 0.1165 -2.3713  0.033
99 C 0.0894 1.1261 -1.2669  -0.302
100 O 0.7735 2.1647 -1.3830  0.065
101 C -0.7190 0.6578 -0.0053  0.054
102 C -1.6665 -0.3324 -0.0882  0.000
103 C -1.8596 -1.1295 -1.2745  -0.425
104 O -2.7057 -1.9988 -1.3069  0.096
105 H -0.9821 -1.6341 -3.1469  0.112
106 H 0.7931 0.2304 -3.1218  0.105
107 H -0.7620 1.3467 0.8253  0.100
108 H -2.3631 -0.3250 0.7371  0.093
109 C -6.3817 -2.1309 -4.0439  -0.016
110 C -7.4060 -1.1295 -3.8352  -0.057
111 C -8.4371 -1.4201 -2.9589  -0.034
112 C -8.4891 -2.6502 -2.3977  -0.105
113 C -7.4071 -3.6398 -2.5428  -0.036
114 C -6.2566 -3.3537 -3.2557  0.014
115 C -7.5214 -4.9654 -1.7259  -0.227
116 O -6.5617 -5.7320 -1.4468  0.067
117 C -8.8737 -5.3010 -1.2046  -0.058
118 C -9.3354 -6.6514 -0.8444  0.037
119 C -10.6174 -6.8219 -0.3157  -0.093
120 C -11.4441 -5.7967 -0.0942  -0.072
121 C -11.0057 -4.4758 -0.3303  0.015
122 C -9.7940 -4.2410 -1.0250  -0.108
123 C -9.5956 -2.9309 -1.5289  -0.345
124 O -10.4091 -2.0463 -1.2619  0.084
125 H -5.4510 -1.8668 -4.5240  0.087
126 H -7.5474 -0.3761 -4.5959  0.106
127 H -9.2031 -0.6807 -2.7773  0.131
128 H -5.4016 -3.9691 -3.4937  0.111
129 H -8.7861 -7.5596 -1.0439  0.113
130 H -10.9014 -7.8387 -0.0878  0.111
131 H -12.4625 -5.9035 0.2490  0.111
132 H -11.6587 -3.6777 -0.0093  0.117
133 C -10.8598 -3.4241 5.5961  -0.030
134 C -11.1714 -3.6024 4.2320  -0.049
135 C -10.2108 -4.0869 3.4489  -0.083
136 C -9.0004 -4.5617 3.9042  -0.063
137 C -8.7434 -4.4065 5.3181  -0.088
138 C -9.6204 -3.7279 6.1102  -0.025
139 C -7.3608 -4.7131 5.8099  -0.233
140 O -7.1833 -4.6730 7.0429  0.075
141 C -6.1914 -4.7140 4.8367  -0.054
142 C -4.8359 -4.6529 5.2821  0.018
143 C -3.8269 -4.5752 4.3207  -0.070
144 C -4.0899 -4.7956 2.9956  -0.061
145 C -5.4117 -4.8723 2.5556  -0.012
146 C -6.4447 -4.8482 3.4464  -0.079
147 C -7.8856 -4.9039 2.9167  -0.264
148 O -8.1718 -5.0579 1.7670  0.123
149 H -11.5264 -2.9407 6.2948  0.107
150 H -11.9916 -3.3273 3.5855  0.116
151 H -10.4027 -4.1796 2.3901  0.102
152 H -9.4784 -3.6129 7.1746  0.129
153 H -4.6658 -4.4382 6.3268  0.116
154 H -2.8102 -4.5165 4.6803  0.103
155 H -3.3885 -4.8876 2.1795  0.100
156 H -5.4469 -5.0966 1.4997  0.120
157 C 5.6747 0.6919 8.8368  -0.037
158 C 5.2843 2.0529 8.7820  -0.050
159 C 4.1308 2.3956 8.0560  0.008
160 C 3.4598 1.4220 7.2477  -0.044
161 C 3.8437 0.0526 7.4221  -0.095
162 C 4.8830 -0.3303 8.2464  0.001
163 C 3.0134 -1.0219 6.7676  -0.276
164 O 3.2383 -2.1788 7.1191  0.093
165 C 2.0456 -0.6195 5.7527  -0.126
166 C 1.2145 -1.5837 5.2220  0.033
167 C 0.4301 -1.2312 4.0675  -0.033
168 C 0.3015 0.0851 3.6700  -0.078
169 C 0.9756 1.0434 4.3349  -0.017
170 C 1.8408 0.7111 5.4005  -0.076
171 C 2.2936 1.7702 6.3435  -0.270
172 O 1.7264 2.8535 6.2989  0.092
173 H 6.6049 0.4631 9.3356  0.099
174 H 5.8709 2.8645 9.1866  0.102
175 H 3.7636 3.4110 8.0332  0.111
176 H 5.1684 -1.3668 8.3496  0.117
177 H 1.2546 -2.5930 5.6043  0.119
178 H -0.1447 -1.9275 3.4750  0.094
179 H -0.0046 0.2544 2.6482  0.092
180 H 0.7956 2.0885 4.1306  0.099
181 C 2.9173 7.6882 6.5541  -0.071
182 C 1.6216 7.6338 7.1071  -0.056
183 C 0.4797 7.3040 6.3244  0.008
184 C 0.6422 7.3274 4.9068  -0.055
185 C 1.9729 7.4409 4.3319  -0.049
186 C 3.1430 7.4849 5.1881  0.002
187 C 2.1994 7.3080 2.8354  -0.297
188 O 3.2370 7.7186 2.3474  0.100
189 C 1.0447 6.6683 2.1070  -0.079
190 C 1.2589 6.1934 0.8081  0.018
191 C 0.3257 5.2926 0.2473  -0.072
192 C -0.8728 5.1964 0.7988  -0.089
193 C -1.1338 5.7193 2.0346  -0.015
194 C -0.2351 6.4944 2.7233  -0.080
195 C -0.6226 7.0235 4.0878  -0.263
196 O -1.7428 6.8603 4.5436  0.096
197 H 3.7614 7.6025 7.2224  0.102
198 H 1.6838 7.5614 8.1829  0.095
199 H -0.4601 7.0771 6.8058  0.110
200 H 4.1708 7.4420 4.8591  0.105
201 H 2.1964 6.3626 0.2992  0.120
202 H 0.5515 4.8026 -0.6883  0.104
203 H -1.5105 4.4996 0.2751  0.101
204 H -2.1027 5.5163 2.4664  0.122
205 C 9.7251 5.1070 4.4379  -0.060
206 C 10.2473 4.6984 3.2287  -0.066
207 C 9.3450 4.2303 2.3020  -0.018
208 C 7.9369 4.2531 2.4635  -0.051
209 C 7.4505 4.5728 3.7297  -0.096
210 C 8.3887 4.8648 4.7331  0.004
211 C 6.0257 4.6822 4.1383  -0.193
212 O 5.7447 5.1682 5.3122  0.023
213 C 5.0593 4.1056 3.1346  -0.064
214 C 3.7223 4.0437 3.4544  -0.019
215 C 2.7570 3.4311 2.6660  -0.025
216 C 3.2442 3.0374 1.3705  0.006
217 C 4.6167 3.2070 0.9572  0.000
218 C 5.5119 3.7430 1.8048  -0.075
219 C 6.9550 3.9117 1.3276  -0.238
220 O 7.3376 3.6053 0.2403  0.093
221 H 10.3950 5.4267 5.2224  0.107
222 H 11.3246 4.6883 3.1534  0.112
223 H 9.7390 3.8711 1.3628  0.112
224 H 8.1986 4.9756 5.7904  0.118
225 H 3.3943 4.5022 4.3756  0.114
226 H 1.6977 3.4360 2.8765  0.095
227 H 2.6065 2.3946 0.7817  0.088
228 H 4.9612 2.9084 -0.0219  0.121
229 C -7.0382 -1.0278 0.8431  0.005
230 C -7.9930 -1.6116 1.7433  -0.019
231 C -7.8033 -1.5741 3.1175  0.006
232 C -6.7400 -0.8204 3.6544  -0.075
233 C -5.6915 -0.4285 2.8041  -0.075
234 C -5.9152 -0.4374 1.4355  -0.013
235 C -4.4298 0.2912 3.2623  -0.197
236 O -3.4631 0.7157 2.5544  0.039
237 C -4.4379 0.5309 4.7497  -0.093
238 C -3.3585 1.1806 5.3010  -0.013
239 C -3.2579 1.3946 6.6883  -0.019
240 C -4.2937 0.8884 7.5037  -0.064
241 C -5.4548 0.4522 6.9709  -0.022
242 C -5.5073 0.1877 5.6016  -0.067
243 C -6.7772 -0.5012 5.1050  -0.197
244 O -7.6959 -0.9069 5.9057  0.052
245 H -7.1727 -1.1547 -0.2209  0.092
246 H -8.8856 -2.1315 1.4279  0.099
247 H -8.5704 -2.0416 3.7172  0.104
248 H -5.0718 -0.1276 0.8362  0.098
249 H -2.5556 1.6215 4.7289  0.112
250 H -2.4024 1.8996 7.1120  0.106
251 H -4.2475 1.0030 8.5766  0.108
252 H -6.3167 0.2989 7.6034  0.124
253 C 4.0307 -0.6494 2.5508  -0.005
254 C 4.2536 -0.8063 1.1648  -0.060
255 C 5.4441 -0.4621 0.5547  0.022
256 C 6.5350 0.1006 1.3566  -0.044
257 C 6.3602 0.2729 2.7944  -0.060
258 C 5.1205 -0.1694 3.3034  0.013
259 C 7.4075 0.6929 3.7415  -0.273
260 O 7.1754 0.9046 4.9391  0.094
261 C 8.7509 0.7925 3.0530  -0.077
262 C 9.8686 0.8781 3.9134  0.015
263 C 11.0669 1.1406 3.2809  -0.089
264 C 11.2873 1.1746 1.9233  -0.077
265 C 10.2485 0.8412 1.0741  0.014
266 C 8.9626 0.6769 1.6706  -0.062
267 C 7.7616 0.5615 0.7700  -0.348
268 O 7.8757 0.7452 -0.4133  0.109
269 H 3.0739 -0.8277 3.0190  0.087
270 H 3.6415 -1.3550 0.4643  0.085
271 H 5.4517 -0.5175 -0.5239  0.103
272 H 4.9677 0.0418 4.3514  0.103
273 H 9.7438 0.7816 4.9818  0.121
274 H 11.9232 1.4136 3.8797  0.106
275 H 12.2395 1.5254 1.5535  0.112
276 H 10.4246 1.1110 0.0433  0.120

Values from the calculation:
Highest occupied orbital energy ... -9.2820 eV
Kohn-Sham gap ... 6.80 eV

=====

2.
Computed, not measured: the ion C7H14N4O2 with charge +2 in a non-equilibrium geometry, with ωB97M-V with the def2-TZVPD basis set.

Last column: Löwdin charge in e.
Geometry (Å):
1 C -0.6188 -2.4235 3.7680  -0.141
2 C 0.5470 -1.1407 2.0617  -0.356
3 C 1.4242 -0.4736 -0.7870  -0.154
4 C 0.1417 0.1740 -1.3990  -0.117
5 C 1.6978 0.1892 0.5265  -0.115
6 C -0.9714 0.1646 -0.3214  -0.331
7 C -0.5904 0.8532 0.9816  -0.157
8 N 0.5159 0.0235 1.4277  0.003
9 N -0.3844 -1.5034 2.9549  0.187
10 N 1.5324 -2.0276 1.8544  0.210
11 N -2.1083 0.8933 -0.9238  0.235
12 O -0.9573 -3.0581 4.6681  0.330
13 O -1.7740 0.6032 1.9257  0.070
14 H 1.2335 -1.5845 -0.6770  0.136
15 H 2.2729 -0.3123 -1.5126  0.156
16 H 0.3292 1.2086 -1.7080  0.134
17 H -0.3005 -0.3490 -2.3335  0.164
18 H 2.5997 -0.3148 0.9831  0.141
19 H 1.7082 1.2884 0.3487  0.160
20 H -1.1019 -0.8724 -0.0978  0.152
21 H -1.9885 1.4574 2.4938  0.245
22 H 1.7426 -2.6731 2.6232  0.154
23 H 2.4047 -1.8687 1.2616  0.157
24 H -1.9220 1.8615 -0.6299  0.173
25 H -2.9534 0.6979 -0.3441  0.194
26 H -1.9611 0.7233 -1.9396  0.186
27 H -1.6460 -0.2263 2.5831  0.186

Values from the calculation:
Relative energy (zero: lowest compared OMol25 entry of this formula, charge and spin) ... 0.0 kcal/mol
Highest occupied orbital energy ... -15.7928 eV
Kohn-Sham gap ... 8.61 eV
Charge ... +2